(i)
Formula: C2H5NO2
Source: the OMol25 dataset
Level of theory: ωB97M-V/def2-TZVPD

As for the net charge: 0. The value obtained for the orbital gap is 9.4 eV. The value obtained for the HOMO energy is -8.5 eV. The LUMO energy is 0.9 eV.

CARTESIAN COORDINATES (ANGSTROEM)
N  1.885  -0.008  0.088
C  0.828  -0.179  -0.683
O  -0.047  -1.015  -0.063
C  -1.260  -0.238  -0.269
O  -1.216  1.108  0.127
H  2.101  -0.554  0.917
H  2.520  0.718  -0.203
H  -1.474  -0.219  -1.338
H  -1.966  -0.784  0.342
H  -1.370  1.172  1.080



(ii)
Formula: C2H5NO2
Source: the OMol25 dataset
Level of theory: ωB97M-V/def2-TZVPD

As for the SMILES: CONC=O. As for the net charge: 0. The value obtained for the orbital gap is 10.9 eV. The value obtained for the HOMO energy is -10.0 eV. The LUMO energy is 0.9 eV.

CARTESIAN COORDINATES (ANGSTROEM)
C  -1.391  -0.592  0.013
C  1.728  0.198  -0.136
H  -2.384  -0.787  -0.446
H  -1.613  -0.039  1.036
H  -0.846  -1.497  0.354
H  0.296  1.782  0.153
H  2.473  0.863  0.296
N  0.416  0.763  -0.087
O  -0.602  0.258  -0.838
O  1.923  -0.948  -0.344



Winner for stability: (i)



(i)
Formula: C2H5NO2
Source: the OMol25 dataset
Level of theory: ωB97M-V/def2-TZVPD

As for the SMILES: NCC(=O)O. As for the net charge: 0. The value obtained for the orbital gap is 9.7 eV. The value obtained for the HOMO energy is -9.4 eV. The LUMO energy is 0.3 eV.

CARTESIAN COORDINATES (ANGSTROEM)
C  -0.321  0.634  0.763
C  0.614  -0.352  -0.062
H  -1.467  1.468  -0.928
H  -2.393  0.429  0.479
H  0.216  1.618  1.143
H  -0.585  0.202  1.728
H  -0.723  -0.090  -1.146
N  -1.411  1.029  0.020
O  0.062  -0.638  -1.186
O  1.573  -0.928  0.483



(ii)
Formula: C2H5NO2
Source: the OMol25 dataset
Level of theory: ωB97M-V/def2-TZVPD

As for the SMILES: CNC(=O)O. As for the net charge: 0. The value obtained for the orbital gap is 10.6 eV. The value obtained for the HOMO energy is -10.0 eV. The LUMO energy is 0.7 eV.

CARTESIAN COORDINATES (ANGSTROEM)
C  -0.067  0.788  -1.020
N  0.569  -0.259  -0.260
C  0.237  -0.454  1.068
O  -1.168  -0.527  1.228
O  0.999  -0.714  1.947
H  -1.045  0.962  -0.581
H  -0.265  0.503  -2.056
H  0.497  1.720  -1.068
H  1.533  -0.538  -0.358
H  -1.290  -1.480  1.102



Winner for stability: (ii)



(i)
Formula: C2H5NO2
Source: the OMol25 dataset
Level of theory: ωB97M-V/def2-TZVPD

As for the SMILES: [H]/N=C(/O)OC. As for the net charge: 0. The value obtained for the orbital gap is 10.7 eV. The value obtained for the HOMO energy is -9.8 eV. The LUMO energy is 0.9 eV.

CARTESIAN COORDINATES (ANGSTROEM)
C  -1.082  -0.997  0.560
O  -0.779  0.229  -0.120
C  0.489  0.579  -0.334
O  1.462  -0.256  0.070
N  0.959  1.623  -0.885
H  -0.682  -1.858  0.019
H  -2.174  -1.055  0.588
H  -0.691  -0.987  1.581
H  0.347  2.347  -1.214
H  2.152  0.375  -0.265



(ii)
Formula: C2H5NO2
Source: the OMol25 dataset
Level of theory: ωB97M-V/def2-TZVPD

As for the SMILES: C=CNOO. As for the net charge: 0. The value obtained for the orbital gap is 9.6 eV. The value obtained for the HOMO energy is -8.8 eV. The LUMO energy is 0.8 eV.

CARTESIAN COORDINATES (ANGSTROEM)
C  -1.969  -0.024  -0.059
C  -0.673  -0.029  -0.378
N  0.363  0.659  0.230
O  2.492  -0.618  0.016
O  1.634  0.504  -0.256
H  -2.748  -0.507  -0.677
H  -2.435  0.375  0.909
H  -0.321  -0.707  -1.405
H  0.227  0.697  1.304
H  3.430  -0.350  0.316



(iii)
Formula: C2H5NO2
Source: the OMol25 dataset
Level of theory: ωB97M-V/def2-TZVPD

As for the SMILES: NCC(=O)O. As for the net charge: 0. The value obtained for the orbital gap is 10.7 eV. The value obtained for the HOMO energy is -9.9 eV. The LUMO energy is 0.8 eV.

CARTESIAN COORDINATES (ANGSTROEM)
O  0.378  1.261  -1.520
C  -0.108  0.839  -0.498
O  -0.516  1.689  0.471
C  -0.325  -0.611  -0.216
N  0.433  -1.079  0.952
H  -0.280  2.553  0.115
H  -1.375  -0.754  0.005
H  -0.119  -1.128  -1.153
H  1.372  -0.687  0.950
H  0.541  -2.083  0.893



(iv)
Formula: C2H5NO2
Source: the OMol25 dataset
Level of theory: ωB97M-V/def2-TZVPD

As for the SMILES: NC=O.C=O. As for the net charge: 0. The value obtained for the orbital gap is 10.6 eV. The value obtained for the HOMO energy is -9.8 eV. The LUMO energy is 0.9 eV.

CARTESIAN COORDINATES (ANGSTROEM)
O  -0.961  -1.428  0.467
C  -1.308  -0.627  1.300
H  -1.688  -1.045  2.244
H  -1.309  0.444  1.129
C  1.119  0.913  -0.465
N  0.364  -0.012  -1.212
O  0.610  1.802  0.170
H  2.221  0.932  -0.604
H  0.561  -0.041  -2.208
H  0.391  -0.939  -0.821



Winner for stability: (iii)



(i)
Formula: C2H5NO2
Source: the OMol25 dataset
Level of theory: ωB97M-V/def2-TZVPD

As for the SMILES: C=C([O-])[NH2+]O. As for the net charge: 0. The value obtained for the orbital gap is 9.3 eV. The value obtained for the HOMO energy is -8.6 eV. The LUMO energy is 0.7 eV.

CARTESIAN COORDINATES (ANGSTROEM)
C  -1.472  0.109  0.068
N  0.818  0.553  0.067
C  -0.344  -0.668  0.322
O  1.886  0.170  -0.809
O  0.085  -1.728  0.666
H  1.946  -0.794  -0.684
H  1.230  0.817  0.965
H  -2.428  -0.203  0.467
H  -0.167  1.196  -0.139
H  -1.554  0.548  -0.922



(ii)
Formula: C2H5NO2
Source: the OMol25 dataset
Level of theory: ωB97M-V/def2-TZVPD

As for the SMILES: O[C@@H]1CON1. As for the net charge: 0. The value obtained for the orbital gap is 10.6 eV. The value obtained for the HOMO energy is -9.7 eV. The LUMO energy is 0.9 eV.

CARTESIAN COORDINATES (ANGSTROEM)
C  0.609  0.725  -0.060
C  -0.485  -0.189  0.402
N  0.497  -1.278  0.067
O  1.397  -0.330  -0.553
O  -1.474  -0.330  -0.502
H  0.272  1.516  -0.806
H  1.084  1.183  0.796
H  -0.868  -0.026  1.394
H  0.983  -1.468  0.939
H  -1.319  -1.240  -0.901



Winner for stability: (ii)



(i)
Formula: C4H4N2O
Source: the OMol25 dataset
Level of theory: ωB97M-V/def2-TZVPD

As for the expectation value of S²: 2.01. Its spin multiplicity is 3. As for the net charge: 0. The value obtained for the orbital gap (alpha / beta) is 7.1 / 7.9 eV. The value obtained for the HOMO energy (alpha / beta) is -6.2 / -9.9 eV. The LUMO energy (alpha / beta) is 0.9 / -2.0 eV.

CARTESIAN COORDINATES (ANGSTROEM)
C  0.118  -1.194  0.908
C  -0.364  -0.728  -0.260
C  0.079  1.262  -0.497
C  0.138  0.047  -1.450
N  -0.120  -0.026  1.653
N  -0.683  0.562  0.488
O  0.486  2.378  -0.494
H  0.451  -2.134  1.216
H  1.122  0.073  -1.764
H  -0.501  -0.131  -2.173
H  -0.727  -0.109  2.373



(ii)
Formula: C4H4N2O
Source: the OMol25 dataset
Level of theory: ωB97M-V/def2-TZVPD

As for the expectation value of S²: 2.01. Its spin multiplicity is 3. As for the net charge: 0. The value obtained for the orbital gap (alpha / beta) is 8.2 / 7.9 eV. The value obtained for the HOMO energy (alpha / beta) is -7.6 / -11.3 eV. The LUMO energy (alpha / beta) is 0.6 / -3.4 eV.

CARTESIAN COORDINATES (ANGSTROEM)
C  1.596  2.173  -1.588
C  2.855  1.563  -1.674
C  0.187  -0.686  0.352
C  0.117  -1.123  1.711
N  0.520  2.460  -1.329
N  0.247  -0.169  -0.671
O  3.900  2.096  -1.865
H  2.674  0.565  -1.453
H  -0.862  -1.012  2.155
H  0.800  -0.540  2.247
H  0.317  -2.236  2.023



Winner for stability: (ii)



(i)
Formula: C4H6BrNO2
Source: the OMol25 dataset
Level of theory: ωB97M-V/def2-TZVPD

As for the SMILES: C=CC/C(Br)=[N+](/[O-])O. As for the net charge: 0. The value obtained for the orbital gap is 9.7 eV. The value obtained for the HOMO energy is -8.9 eV. The LUMO energy is 0.7 eV.

CARTESIAN COORDINATES (ANGSTROEM)
C  -1.087  0.560  -0.476
C  0.147  0.748  0.427
C  -2.338  0.987  -0.250
C  1.479  0.031  0.140
N  1.575  -1.252  0.024
O  0.363  -1.942  0.150
O  2.573  -1.938  -0.173
Br  3.072  1.004  -0.005
H  -0.873  0.058  -1.410
H  0.575  -2.883  0.016
H  0.380  1.816  0.428
H  -0.148  0.486  1.450
H  -2.612  1.491  0.662
H  -3.105  0.835  -0.984



(ii)
Formula: C4H6BrNO2
Source: the OMol25 dataset
Level of theory: ωB97M-V/def2-TZVPD

As for the net charge: 0. The value obtained for the orbital gap is 10.6 eV. The value obtained for the HOMO energy is -10.7 eV. The LUMO energy is 0.0 eV.

CARTESIAN COORDINATES (ANGSTROEM)
C  -1.390  -0.063  -0.039
C  -0.335  -0.380  1.075
C  -0.355  -0.416  -1.090
C  0.736  -0.254  -0.001
N  1.226  1.177  0.055
O  1.745  1.561  1.062
O  1.252  1.758  -1.015
Br  2.451  -1.091  0.076
H  -2.235  -0.748  0.104
H  -1.688  1.043  -0.002
H  -0.279  0.140  2.153
H  -0.499  -1.560  1.144
H  -0.442  -1.468  -1.496
H  -0.189  0.302  -2.026



(iii)
Formula: C4H6BrNO2
Source: the OMol25 dataset
Level of theory: ωB97M-V/def2-TZVPD

As for the net charge: 0. The value obtained for the orbital gap (alpha / beta) is 8.2 / 8.2 eV. The value obtained for the HOMO energy (alpha / beta) is -8.7 / -8.7 eV. The LUMO energy (alpha / beta) is -0.5 / -0.5 eV.

CARTESIAN COORDINATES (ANGSTROEM)
C  0.022  1.984  -0.122
C  0.397  -1.326  -0.875
C  -0.238  1.130  0.973
C  -0.858  -0.781  -0.263
N  0.345  2.629  -1.026
O  1.245  -0.416  -1.577
O  0.845  0.762  1.717
Br  -1.746  -1.936  0.953
H  -0.093  -2.018  -1.729
H  0.927  -1.963  -0.228
H  -1.252  1.182  1.346
H  -1.596  -0.411  -1.011
H  1.393  0.319  -0.869
H  0.609  0.845  2.711



Winner for stability: (iii)